{
  "formula": "C3H7INO",
  "method": "ωB97M-V with the def2-TZVPD basis set",
  "lumo_energy_ev": [-4.935, -4.788],
  "fmax_ev_per_a": 2.608,
  "energy_ev": -14852.78842,
  "homo_lumo_gap_ev": [7.307, 8.444],
  "total_charge": 1,
  "elements": ["N", "C", "H", "I", "C", "H", "H", "H", "H", "H", "C", "O", "H"],
  "coordinates": [[0.396052, -0.209809, -0.346661], [1.671379, -2.991530, 0.206212], [0.202792, 1.465921, 0.940758], [1.219901, -4.896037, 0.745795], [-0.095900, 1.169481, -0.061796], [0.316676, 1.870817, -0.786981], [-1.182138, 1.184958, -0.126103], [1.421317, -0.230173, -0.215251], [-1.088568, -1.706020, 0.092665], [-0.145197, -1.061541, 1.540457], [-0.206759, -1.232254, 0.481394], [2.570269, -2.377476, -0.207261], [0.214117, -0.428208, -1.333160]],
  "forces_ev_per_angstrom": [[0.22, 0.13, -0.21], [-0.65, 2.51, -0.30], [0.06, -0.16, -0.02], [-0.05, -0.59, 0.15], [-0.24, 0.70, 0.00], [0.07, -0.12, 0.02], [0.07, -0.14, -0.03], [-0.24, -0.11, -0.21], [-0.17, 0.10, -0.19], [0.04, 0.23, 0.14], [1.09, -1.93, 0.16], [-0.41, -0.64, 0.25], [0.20, 0.02, 0.24]]
}